84
Properties=species:S:1:pos:R:3 method="wB97M-V/def2-TZVPD" gap_ev=4.3 e_tot_ev=-129054.0120 charge=-1 fmax_ha_per_bohr=0.061 e_lumo_ha=0.040
C -1.658 -4.833 2.470
C -1.336 -6.223 1.774
O 0.057 -6.592 1.887
C 0.855 -5.697 1.099
C 1.626 -4.602 1.978
O 1.893 -3.511 1.063
C 1.319 -2.284 1.557
C 1.998 -1.132 0.727
C 3.112 -0.409 1.372
F 3.476 -0.769 2.661
C 3.794 0.687 0.666
C 4.979 1.409 1.385
C 4.690 1.869 2.862
C 3.345 2.649 3.069
O 5.781 2.773 3.213
C 3.305 1.026 -0.706
C 4.012 2.217 -1.423
C 3.666 3.619 -0.740
C 2.099 3.941 -0.787
C 1.552 4.407 0.615
O 0.280 5.078 0.495
C 2.227 0.290 -1.352
C 1.554 -0.816 -0.616
C 0.395 -1.593 -1.339
O 0.236 -2.777 -1.148
C -0.483 -0.760 -2.322
C -1.905 -1.079 -2.534
C -2.648 -2.230 -1.798
C -4.093 -1.807 -1.283
C -4.175 -1.725 0.313
I -5.376 -3.452 0.959
C -2.641 -0.250 -3.520
C -2.038 0.857 -4.247
C -0.604 1.137 -3.998
Br 0.163 2.626 -4.993
C 0.181 0.351 -3.067
C 1.701 0.558 -2.785
O 2.406 0.885 -3.717
H -1.119 -4.728 3.454
H -1.219 -4.043 1.791
H -2.761 -4.649 2.578
H -1.673 -6.172 0.699
H -1.930 -7.012 2.303
H 0.228 -5.111 0.370
H 1.643 -6.220 0.490
H 1.004 -4.281 2.853
H 2.608 -5.049 2.281
H 0.201 -2.276 1.461
H 1.615 -2.202 2.635
H 5.810 0.641 1.454
H 5.421 2.246 0.779
H 4.755 1.033 3.609
H 3.289 2.898 4.174
H 2.489 1.958 2.862
H 3.294 3.627 2.532
H 5.423 3.549 3.670
H 5.139 2.132 -1.378
H 3.755 2.326 -2.504
H 3.968 3.668 0.338
H 4.239 4.408 -1.300
H 1.993 4.838 -1.455
H 1.529 3.077 -1.210
H 2.256 5.151 1.108
H 1.447 3.558 1.344
H -0.029 5.250 1.402
H -2.804 -3.128 -2.464
H -2.088 -2.579 -0.884
H -4.890 -2.520 -1.618
H -4.402 -0.794 -1.663
H -3.166 -1.797 0.797
H -4.637 -0.759 0.632
H -3.713 -0.503 -3.711
H -2.647 1.431 -4.979
C -4.400 2.152 -0.179
C -5.162 2.292 -1.513
C -6.401 3.181 -1.284
O -5.581 1.068 -1.895
H -5.018 1.693 0.601
H -3.498 1.541 -0.300
H -4.080 3.137 0.193
H -4.492 2.871 -2.186
H -7.080 2.755 -0.539
H -6.962 3.324 -2.212
H -6.103 4.178 -0.925